w) CHBrN4O in the gas phase, computed with ωB97M-V/def2-TZVPD.

## Properties
E_LUMO: -2.2 eV
Frontier orbital gap: 8.854 eV

Each line ends with the Mulliken charge.
Geometry (Å):
1 C 1.0147 -0.1421 0.5681  0.615
2 N 0.3009 -0.1552 1.8384  -0.127
3 N 2.2722 0.4937 0.8666  -0.113
4 N 1.0563 0.3621 2.6898  -0.106
5 N 2.2813 0.7473 2.0840  -0.094
6 O 0.3990 0.2131 -0.5409  -0.416
7 Br 1.4468 -2.1887 0.5365  -0.134
8 H -0.5246 0.0035 -0.5846  0.374

---

x) CHBrN4O in the gas phase, computed with ωB97M-V/def2-TZVPD.

## Properties
E_LUMO: -2.3 eV
Frontier orbital gap: 8.258 eV

Each line ends with the Mulliken charge.
Geometry (Å):
1 C -0.1181 -0.0216 -0.3979  0.584
2 N -0.5024 -0.6308 0.9100  -0.108
3 N 0.7378 0.9695 -0.0398  -0.085
4 N 0.0777 -0.0460 1.7876  -0.118
5 N 0.9112 1.0368 1.1619  -0.123
6 O -0.9876 0.2057 -1.2865  -0.367
7 Br 1.7144 -1.2509 -1.0973  -0.176
8 H -1.8331 -0.2627 -1.0380  0.393

---

The winner here is w), beating the second structure by 0.0227 hartree.